# 1
22
Properties=species:S:1:pos:R:3:lowdin_charge:R:1 method="wB97M-V/def2-TZVPD" relative_energy_ev=3.622 largest_force_ev_per_a=4.2 energy_ev=-11914.9189 spin_multiplicity=1 smiles="C=C1C=N[NH+]=C1C(C)(C)N" total_charge=+1 orbital_gap_ev=7.74 e_lumo_ev=-5.68
C 2.80 -0.29 1.66 -0.025
C 1.74 0.52 0.94 -0.181
C 0.71 -0.38 0.60 -0.116
C 2.05 1.77 0.58 0.234
C -0.59 -0.08 -0.12 -0.473
C -0.20 0.02 -1.70 0.027
C -1.58 -1.40 0.02 -0.011
N 2.36 -1.44 1.79 0.117
N 1.14 -1.49 1.14 0.130
N -1.20 1.12 0.42 0.078
H 3.61 0.13 2.15 0.121
H 3.01 2.21 0.78 0.099
H 1.36 2.37 0.01 0.100
H 0.82 0.45 -1.62 0.079
H -0.84 0.82 -2.13 0.090
H -0.45 -0.90 -2.27 0.098
H -2.43 -1.30 -0.60 0.062
H -1.96 -1.39 1.07 0.091
H -1.08 -2.32 -0.24 0.064
H 0.64 -2.38 1.30 0.201
H -1.47 1.12 1.39 0.100
H -1.96 1.44 -0.22 0.118

***

# 2
25
Properties=species:S:1:pos:R:3:lowdin_charge:R:1 method="wB97M-V/def2-TZVPD" relative_energy_ev=2.839 largest_force_ev_per_a=1.0 energy_ev=-10600.1526 spin_multiplicity=1 total_charge=0 orbital_gap_ev=9.50 e_lumo_ev=0.68
C -1.82 -0.23 -0.51 -0.262
C -2.18 -1.25 0.39 -0.080
C -2.00 1.23 -0.14 -0.088
H -1.90 -0.45 -1.57 0.122
H -0.35 -0.32 -0.50 0.109
H -1.39 1.88 -0.78 0.069
H -0.87 -1.65 0.82 0.088
H -2.60 -0.95 1.35 0.086
H -2.56 -2.18 0.00 0.080
H -3.04 1.51 -0.26 0.083
H -1.71 1.40 0.89 0.083
C 1.45 -1.34 -1.25 -0.021
C 1.82 1.52 -0.34 -0.062
C 0.74 -0.79 -0.01 -0.495
C 1.32 0.46 0.60 -0.312
C 1.33 0.62 1.93 0.070
O 0.31 -1.72 0.83 -0.077
H 1.57 -0.59 -2.03 0.072
H 2.44 -1.71 -0.97 0.089
H 0.88 -2.18 -1.64 0.084
H 2.73 1.20 -0.85 0.081
H 1.09 1.75 -1.11 0.075
H 2.05 2.45 0.19 0.077
H 1.71 1.52 2.38 0.062
H 0.98 -0.17 2.58 0.066